# 1
Formula: C32H28N6OPbS2
Source: the OMol25 dataset
Level of theory: the ωB97M-V functional and the def2-TZVPD basis

Last column: natural (NBO) charge in e.
Cartesian coordinates (Å):
1 Pb 0.034 0.064 -0.133  1.6201
2 S 5.401 0.216 5.707  1.0463
3 N 3.818 -0.050 5.714  -0.5905
4 C 3.365 -0.026 4.466  0.1058
5 C 2.013 -0.200 4.038  -0.0728
6 C 0.959 -0.444 4.926  -0.0878
7 C -0.317 -0.591 4.426  -0.2153
8 C -0.512 -0.472 3.054  0.0641
9 N 0.471 -0.245 2.198  -0.5394
10 C 1.731 -0.114 2.656  0.2483
11 C 2.791 0.123 1.700  0.1270
12 N 2.465 0.177 0.402  -0.5000
13 C 3.407 0.380 -0.500  0.0881
14 C 4.746 0.584 -0.166  -0.2292
15 C 5.109 0.554 1.162  -0.1025
16 C 4.125 0.299 2.126  0.0027
17 C 4.406 0.222 3.525  0.0846
18 N 5.584 0.373 4.118  -0.5890
19 H 1.181 -0.522 5.978  0.2634
20 H -1.158 -0.785 5.073  0.2547
21 H -1.497 -0.557 2.621  0.2180
22 H 3.086 0.398 -1.530  0.2210
23 H 5.473 0.774 -0.939  0.2546
24 H 6.124 0.714 1.489  0.2596
25 N 1.791 4.337 0.096  -0.7708
26 C 1.053 3.240 -0.057  0.6960
27 O 1.312 2.356 -0.858  -0.6407
28 C -0.138 3.150 0.910  -0.5786
29 C -1.140 2.135 0.494  -0.4830
30 H 2.581 4.512 -0.506  0.4260
31 H 1.543 5.050 0.760  0.4150
32 H -0.610 4.139 0.927  0.2688
33 H 0.241 2.938 1.914  0.2459
34 H -1.642 2.374 -0.434  0.2305
35 H -1.814 1.806 1.271  0.2360
36 C -7.108 1.957 1.070  -0.5982
37 C -6.249 1.760 -0.188  -0.1171
38 C -7.147 1.749 -1.434  -0.5969
39 C -5.298 2.956 -0.297  -0.6067
40 C -5.523 0.433 -0.077  0.1256
41 C -6.283 -0.741 0.065  -0.1338
42 C -5.704 -1.984 0.177  -0.2160
43 C -4.320 -2.066 0.151  -0.2233
44 S -3.321 -3.478 0.217  0.4966
45 C -1.928 -2.454 0.048  0.0795
46 N -2.171 -1.168 -0.004  -0.5424
47 C -3.519 -0.910 0.026  0.1023
48 C -4.144 0.334 -0.091  -0.2707
49 C -0.602 -3.017 -0.089  -0.1143
50 C -0.380 -4.396 0.055  -0.1549
51 C 0.872 -4.935 -0.149  -0.1853
52 C 1.939 -4.132 -0.510  -0.1564
53 C 1.751 -2.754 -0.636  -0.2602
54 C 0.504 -2.254 -0.411  -0.1681
55 H -7.486 2.974 1.095  0.2236
56 H -6.514 1.785 1.964  0.2078
57 H -7.962 1.288 1.090  0.2164
58 H -7.737 2.661 -1.451  0.2235
59 H -7.834 0.908 -1.440  0.2135
60 H -6.546 1.707 -2.341  0.2135
61 H -5.886 3.865 -0.395  0.2336
62 H -4.664 2.881 -1.176  0.2031
63 H -4.683 3.045 0.595  0.1970
64 H -7.356 -0.676 0.075  0.2228
65 H -6.304 -2.875 0.274  0.2412
66 H -3.534 1.209 -0.226  0.2092
67 H -1.224 -5.016 0.317  0.2329
68 H 1.018 -5.999 -0.040  0.2471
69 H 2.912 -4.556 -0.708  0.2438
70 H 2.579 -2.130 -0.923  0.2341

Forces on the atoms, in the same order (eV/Å):
Pb -0.29 -0.11 0.65
S -0.70 -0.07 -0.83
N -0.69 -0.15 0.43
C 1.34 0.21 0.18
C -0.79 -0.08 -0.44
C -0.02 -0.04 -0.33
C 0.14 0.05 0.01
C -0.19 -0.04 0.17
N 0.12 0.08 -0.05
C -0.09 -0.11 0.95
C 0.95 0.15 -0.07
N -0.18 -0.02 0.17
C 0.23 0.12 -0.11
C -0.06 -0.03 0.12
C -0.34 -0.10 0.04
C -0.28 0.03 -0.79
C 0.00 -0.06 1.39
N 0.52 0.13 -0.60
H -0.04 0.00 0.17
H -0.06 -0.01 0.03
H -0.22 -0.07 0.00
H 0.00 0.09 -0.15
H 0.04 -0.03 -0.10
H 0.15 0.01 -0.03
N 0.31 0.26 -0.13
C -0.33 0.30 0.63
O 0.01 -0.39 -0.48
C 0.36 -0.14 -0.15
C 0.73 -1.08 -0.73
H -0.03 -0.08 -0.01
H -0.04 0.00 -0.03
H -0.06 -0.07 0.10
H 0.03 0.11 -0.02
H -0.15 -0.03 -0.12
H -0.09 -0.26 0.09
C 0.11 -0.01 -0.12
C -0.12 0.22 -0.08
C 0.11 0.05 0.12
C -0.21 -0.30 -0.02
C 0.19 0.01 0.05
C 0.15 -0.17 0.00
C -0.06 0.02 0.02
C 0.51 0.37 0.02
S 0.29 0.56 -0.15
C -0.87 0.03 0.14
N 0.65 -0.48 -0.01
C -1.22 -0.33 0.08
C 0.05 -0.07 0.00
C 0.78 -0.74 0.00
C -0.32 0.57 -0.04
C 0.12 -0.29 0.00
C -0.07 0.31 -0.05
C 0.43 -0.27 -0.07
C -0.76 1.89 -0.01
H -0.09 0.12 0.03
H 0.03 0.03 0.17
H -0.11 -0.15 0.02
H -0.09 0.10 -0.08
H -0.06 -0.07 0.01
H 0.02 -0.01 -0.10
H -0.01 0.08 0.02
H 0.16 0.01 -0.14
H 0.17 0.08 0.16
H -0.22 0.03 0.02
H -0.13 -0.07 0.00
H 0.06 0.19 -0.01
H 0.04 -0.25 0.05
H -0.01 -0.09 0.01
H 0.06 -0.05 0.01
H 0.12 0.10 0.00

## Properties
M: 783.95 g/mol
total charge: +2
maximum force: 2.04 eV Å⁻¹
highest occupied orbital energy: -0.4924 Ha
relative energy (zero: lowest compared OMol25 entry of this formula, charge and spin): 16.8 kcal/mol
E_tot: -71532.4734 eV
E_LUMO: -7.20 eV

=====

# 2
Formula: C32H43BrEuN5S10Si
Source: the OMol25 dataset
Level of theory: the ωB97M-V functional and the def2-TZVPD basis

Last column: Löwdin spin population.
Cartesian coordinates (Å):
1 Eu -2.416 1.238 -0.017  7.0317
2 C -5.363 6.520 -0.513  0.0000
3 S -3.675 6.109 -0.938  -0.0011
4 C -3.649 4.499 -0.250  -0.0003
5 S -2.331 4.129 0.763  -0.0084
6 N -4.710 3.746 -0.542  0.0010
7 N -4.619 2.404 -0.304  -0.0098
8 C -5.582 1.551 -0.502  0.0052
9 C -5.459 0.113 -0.394  0.0016
10 C -6.581 -0.748 -0.718  0.0006
11 C -6.463 -2.118 -0.451  0.0013
12 C -5.261 -2.605 0.055  0.0007
13 C -4.216 -1.727 0.378  0.0015
14 N -4.331 -0.403 0.122  -0.0078
15 H -5.316 7.554 -0.241  0.0000
16 H -5.660 6.015 0.415  0.0000
17 H -6.067 6.318 -1.371  0.0000
18 H -6.573 1.960 -0.628  0.0001
19 H -7.500 -0.321 -1.043  0.0000
20 H -7.263 -2.797 -0.705  0.0001
21 H -5.163 -3.694 0.347  0.0000
22 H -3.261 -2.089 0.736  0.0004
23 S -3.006 2.775 5.671  0.0000
24 C -2.646 1.546 4.619  0.0003
25 S -1.418 1.682 3.442  0.0005
26 C -1.407 -0.008 3.118  -0.0005
27 N -2.310 -0.708 3.861  0.0001
28 N -3.083 0.230 4.622  0.0002
29 C -4.222 -0.234 5.313  0.0000
30 C -5.310 0.603 5.710  0.0001
31 C -6.461 -0.007 6.193  0.0000
32 C -6.620 -1.391 6.256  0.0001
33 C -5.533 -2.169 5.825  0.0000
34 C -4.352 -1.626 5.366  0.0000
35 S -0.453 -0.517 1.779  -0.0065
36 H -5.287 1.703 5.603  0.0000
37 H -7.221 0.647 6.530  0.0000
38 H -7.542 -1.851 6.527  0.0000
39 H -5.618 -3.254 5.805  0.0000
40 H -3.562 -2.256 5.030  0.0000
41 C -0.051 3.879 -2.267  0.0001
42 S -1.603 2.922 -2.420  -0.0031
43 C -1.492 2.046 -3.882  0.0000
44 C -1.804 0.698 -3.889  -0.0001
45 S -2.093 -0.453 -2.610  -0.0072
46 S -2.028 0.075 -5.559  -0.0005
47 C -1.713 1.543 -6.448  -0.0001
48 S -1.882 1.727 -8.077  0.0001
49 S -1.277 2.874 -5.375  -0.0002
50 H -0.161 4.730 -2.945  -0.0001
51 H 0.740 3.241 -2.546  0.0000
52 H 0.017 4.326 -1.309  0.0000
53 C 6.136 -2.448 1.036  0.0000
54 C 5.544 -1.015 0.837  0.0000
55 C 6.602 0.029 1.015  0.0000
56 C 4.421 -0.897 1.903  0.0000
57 Si 4.604 -1.143 -0.887  0.0000
58 Br 2.925 0.395 -0.535  0.0002
59 C 5.651 -0.366 -2.353  0.0000
60 C 6.093 1.119 -1.950  0.0000
61 C 6.931 -1.224 -2.684  0.0000
62 C 4.832 -0.197 -3.627  0.0000
63 C 3.578 -2.733 -1.262  0.0000
64 C 2.451 -2.418 -2.211  0.0000
65 C 4.408 -3.908 -1.792  0.0000
66 C 2.857 -3.262 0.024  0.0000
67 H 6.717 -2.471 1.974  0.0000
68 H 6.811 -2.733 0.173  0.0000
69 H 5.337 -3.179 1.033  0.0000
70 H 7.050 0.125 1.995  0.0000
71 H 6.125 0.971 0.851  0.0000
72 H 7.418 -0.085 0.281  0.0000
73 H 4.861 -1.044 2.888  0.0000
74 H 3.645 -1.586 1.675  0.0000
75 H 3.834 0.064 2.025  0.0000
76 H 6.692 1.151 -1.072  0.0000
77 H 5.205 1.754 -1.714  0.0000
78 H 6.661 1.508 -2.817  0.0000
79 H 7.531 -1.440 -1.837  0.0000
80 H 7.491 -0.769 -3.533  0.0000
81 H 6.530 -2.193 -3.004  0.0000
82 H 3.923 0.359 -3.629  0.0000
83 H 4.512 -1.166 -4.128  0.0000
84 H 5.458 0.304 -4.385  0.0000
85 H 2.835 -2.173 -3.209  0.0000
86 H 1.746 -1.619 -1.888  0.0000
87 H 1.864 -3.371 -2.379  0.0000
88 H 4.922 -3.679 -2.784  0.0000
89 H 3.650 -4.723 -1.933  0.0000
90 H 5.166 -4.253 -1.124  0.0000
91 H 2.180 -2.471 0.341  0.0000
92 H 3.571 -3.607 0.763  0.0000
93 H 2.092 -4.035 -0.219  0.0000

Forces on the atoms, in the same order (eV/Å):
Eu 1.51 -0.32 0.04
C -0.99 -0.34 -0.65
S 0.14 0.01 0.28
C -0.46 -1.64 0.42
S 0.15 -0.23 -0.31
N -0.62 -0.13 -0.42
N 0.77 -0.98 -0.01
C 0.07 2.76 0.33
C -1.06 -2.17 0.36
C 2.05 0.18 1.20
C 0.59 1.07 -0.52
C 0.46 -1.15 1.22
C -1.26 0.55 -1.35
N -0.06 -0.79 0.26
H -0.28 0.87 -0.23
H 0.03 -0.18 -0.55
H 0.60 0.25 1.17
H -0.48 -0.01 -0.54
H -0.48 0.27 -0.40
H -0.15 -0.02 0.12
H -0.06 1.44 -0.61
H 0.03 0.15 0.25
S -0.13 0.20 -0.16
C -0.44 -1.20 0.84
S 0.46 0.58 -0.20
C -2.13 -1.63 0.97
N 0.97 2.19 -1.39
N 1.30 1.26 -0.19
C -0.76 -0.10 -0.55
C 0.87 -0.40 -0.39
C 0.58 -0.49 -0.07
C 1.54 0.37 -0.77
C -0.79 -0.47 0.26
C -0.70 0.82 0.60
S -0.24 -0.22 0.09
H 0.20 -1.02 0.15
H -0.91 0.45 0.20
H -0.44 -0.16 0.35
H -0.09 0.13 0.11
H 0.37 -0.19 -0.19
C -1.54 0.54 -1.41
S -0.19 0.89 1.28
C -0.03 -2.06 0.17
C 0.09 0.51 -0.57
S 0.05 0.73 -0.17
S 0.25 0.66 0.38
C -0.10 0.36 0.52
S 0.19 -0.14 0.23
S -0.31 -0.43 -1.07
H 0.31 -0.19 -0.20
H 1.16 -0.52 -0.08
H 0.04 -0.13 1.19
C 0.85 0.52 -0.94
C -1.19 -1.81 -0.02
C 0.40 0.29 -0.90
C 0.09 1.76 0.44
Si 0.07 1.56 0.14
Br 0.19 0.06 -0.39
C 0.36 0.82 0.80
C -1.14 -0.75 -0.84
C -2.03 0.31 -1.04
C 0.40 -1.69 -1.86
C 0.15 -0.55 1.39
C -1.00 -0.48 -1.38
C -0.70 0.13 -1.95
C -0.63 0.45 -0.95
H -0.22 -0.25 -0.28
H -0.41 0.32 0.93
H 0.12 -0.19 0.35
H -0.03 -0.60 0.53
H -0.11 0.92 -0.21
H -0.21 0.04 0.35
H 0.00 -0.51 0.20
H -0.49 -0.88 0.32
H 1.16 -0.68 -0.64
H 0.65 -0.04 0.30
H 0.59 -0.43 -0.54
H -0.31 0.08 0.45
H 0.84 0.20 0.81
H -0.19 -0.27 0.69
H 0.36 -0.01 -0.29
H -0.66 0.66 0.83
H 0.63 0.77 0.74
H 0.01 -0.11 0.16
H -0.15 0.21 0.14
H 0.61 -0.69 -0.15
H 0.39 0.92 0.29
H -0.78 -0.34 1.07
H 0.91 0.36 -0.16
H 0.50 -0.20 0.65
H 0.32 0.26 0.78
H -0.44 -0.04 0.32
H 0.96 -0.07 -0.16

## Properties
M: 1078.36 g/mol
total charge: -1
2S+1: 8
maximum force: 2.85 eV Å⁻¹
highest occupied orbital energy (spin up / spin down): -0.1790 / -0.1800 Ha
E_tot: -246937.6127 eV
E_LUMO (spin up / spin down): 1.14 / 1.15 eV

=====

> The lowest maximum force belongs to which entry?

C32H28N6OPbS2

=====

> The highest E_tot belongs to which entry?

C32H28N6OPbS2